No. 1
{
  "formula": "C19H16ClFN6O3S2",
  "method": "ωB97M-V/def2-TZVPD",
  "species": ["O", "C", "N", "H", "N", "C", "S", "N", "C", "C", "C", "C", "C", "C", "H", "H", "S", "O", "O", "N", "C", "N", "C", "C", "C", "N", "H", "H", "H", "H", "H", "H", "H", "H", "C", "C", "C", "C", "C", "C", "C", "Cl", "H", "H", "H", "F", "H", "H"],
  "xyz": [[3.84, 1.42, -0.35], [3.34, 0.34, -0.52], [2.97, -0.46, 0.52], [2.53, -1.36, 0.36], [3.22, -0.14, 1.85], [3.01, 1.12, 2.35], [3.96, 1.66, 3.58], [2.01, 1.90, 1.87], [0.89, 1.57, 1.12], [0.30, 0.31, 1.18], [-0.84, 0.04, 0.45], [-1.40, 1.03, -0.33], [-0.84, 2.30, -0.39], [0.30, 2.57, 0.34], [0.75, 3.55, 0.30], [-1.30, 3.04, -1.02], [-2.86, 0.70, -1.28], [-2.89, 1.50, -2.47], [-3.07, -0.71, -1.41], [-4.09, 1.37, -0.32], [-4.48, 0.78, 0.85], [-3.60, -0.02, 1.43], [-3.97, -0.59, 2.56], [-5.22, -0.36, 3.13], [-6.05, 0.51, 2.45], [-5.69, 1.09, 1.31], [-7.04, 0.77, 2.81], [-5.52, -0.83, 4.05], [-3.24, -1.24, 3.02], [-4.78, 1.94, -0.78], [-1.31, -0.93, 0.47], [0.72, -0.45, 1.83], [2.13, 2.88, 2.08], [4.08, -0.54, 2.22], [3.06, -0.24, -1.90], [2.02, -1.32, -1.95], [0.70, -1.01, -2.24], [-0.30, -1.96, -2.30], [0.03, -3.28, -2.06], [1.33, -3.64, -1.78], [2.31, -2.66, -1.72], [3.94, -3.13, -1.34], [1.60, -4.67, -1.60], [-0.74, -4.04, -2.10], [-1.32, -1.66, -2.50], [0.39, 0.28, -2.49], [4.02, -0.62, -2.26], [2.77, 0.60, -2.54]],
  "mulliken_charge": [-0.644, 0.477, 0.328, 0.292, -0.440, -0.148, -0.397, -0.013, 0.418, -0.529, 0.010, -0.224, -0.820, -1.081, 0.421, 0.471, 1.568, -0.787, -0.708, -0.272, 0.356, -0.180, 0.090, -0.813, -0.054, -0.703, 0.415, 0.369, 0.436, 0.251, 0.818, 0.599, 0.238, 0.300, -1.084, -0.278, 0.766, -0.542, -0.584, -0.648, 0.720, -0.175, 0.463, 0.437, 0.483, -0.433, 0.454, 0.378],
  "orbital_gap_ev": 8.441,
  "smiles": "O=C(Cc1c(F)cccc1Cl)NNC(=S)Nc1ccc(S(=O)(=O)Nc2ncccn2)cc1"
}

No. 2
{
  "formula": "C19H16CrIN2O",
  "method": "ωB97M-V/def2-TZVPD",
  "species": ["Cr", "C", "C", "C", "C", "C", "C", "H", "H", "H", "H", "H", "H", "I", "C", "C", "C", "C", "C", "C", "C", "C", "C", "C", "H", "H", "H", "H", "H", "H", "N", "C", "C", "C", "N", "H", "H", "H", "H", "O"],
  "xyz": [[0.84, 1.15, 0.15], [-0.88, -0.19, 2.43], [-1.75, -0.44, 1.38], [-2.43, 0.60, 0.78], [-2.22, 1.91, 1.22], [-1.34, 2.16, 2.27], [-0.68, 1.11, 2.88], [-0.35, -1.02, 2.89], [-1.88, -1.45, 1.01], [-3.08, 0.42, -0.06], [-2.73, 2.73, 0.73], [-1.19, 3.18, 2.61], [0.00, 1.31, 3.70], [-0.55, 2.79, -1.84], [-1.09, 0.98, -2.72], [-1.85, 1.05, -3.85], [-2.24, -0.13, -4.51], [-1.86, -1.34, -4.03], [-1.07, -1.44, -2.86], [-0.65, -2.70, -2.37], [0.13, -2.79, -1.25], [0.51, -1.62, -0.57], [0.13, -0.35, -0.97], [-0.66, -0.26, -2.16], [-2.16, 2.01, -4.25], [-2.85, -0.06, -5.41], [-2.15, -2.25, -4.54], [-0.95, -3.59, -2.90], [0.45, -3.76, -0.90], [1.13, -1.71, 0.32], [3.53, 0.79, 1.54], [4.45, 0.38, 2.43], [3.75, -0.18, 3.48], [2.41, -0.07, 3.12], [2.28, 0.53, 1.94], [3.62, 1.21, 0.63], [5.50, 0.51, 2.25], [4.16, -0.61, 4.38], [1.53, -0.38, 3.66], [2.18, 1.54, -0.59]],
  "mulliken_spin": [0.971, -0.033, 0.014, -0.007, 0.005, -0.020, 0.069, -0.002, 0.001, -0.001, 0.001, -0.004, -0.002, 0.002, -0.043, 0.004, -0.003, 0.003, -0.008, 0.013, -0.007, 0.032, 0.037, -0.048, 0.000, 0.000, 0.000, 0.001, 0.000, 0.003, -0.007, 0.002, 0.000, 0.011, -0.012, -0.002, 0.000, 0.000, 0.002, 0.025],
  "orbital_gap_ev": [7.696, 7.562],
  "spin_multiplicity": 2,
  "de_lowest_kj_mol": 158.2,
  "s2": 0.792
}

The records above yield max |F| values of 1.32, 0.81 eV/A, respectively.